Computed, not measured: 6 unconnected molecules or ions with the total composition C36H81FN5O14P at a distorted geometry, with ωB97M-V/def2-TZVPD.

Structure (XYZ):
```
138
C36H81FN5O14P ωB97M-V/def2-TZVPD
O -0.208 2.352 -2.524
P 0.798 1.617 -3.326
C 0.617 -0.157 -3.089
C -0.510 -0.869 -2.957
C -1.954 -0.546 -3.011
C -2.362 0.604 -3.929
F -3.529 0.239 -4.608
C -0.079 -2.282 -2.667
O -0.785 -3.195 -2.386
O 1.281 -2.354 -2.759
C 1.766 -1.071 -2.967
O 2.924 -0.828 -3.027
H 0.715 1.899 -4.699
H 2.096 1.924 -2.895
H -2.454 -1.441 -3.386
H -2.334 -0.414 -1.996
H -1.593 0.774 -4.686
H -2.530 1.525 -3.377
C 5.168 -0.633 -0.023
O 4.300 -1.667 0.402
C 4.042 -2.663 -0.585
C 4.723 -3.972 -0.249
N 6.170 -3.874 -0.382
C 6.917 -5.007 0.155
C 6.789 -5.332 1.639
O 7.367 -4.375 2.506
C 6.564 -3.247 2.797
H 5.122 0.159 0.724
H 6.208 -0.970 -0.099
H 4.857 -0.225 -0.989
H 4.332 -2.310 -1.575
H 2.963 -2.834 -0.594
H 4.356 -4.744 -0.932
H 4.414 -4.250 0.768
H 6.489 -3.029 0.071
H 7.975 -4.819 -0.046
H 6.641 -5.900 -0.414
H 7.347 -6.256 1.814
H 5.753 -5.535 1.936
H 5.501 -3.498 2.838
H 6.724 -2.440 2.076
H 6.871 -2.876 3.776
C 9.882 -6.391 8.649
O 10.096 -5.398 7.667
C 9.420 -5.620 6.436
C 8.280 -4.646 6.235
N 7.179 -4.904 7.154
C 6.156 -3.865 7.193
C 6.555 -2.453 7.610
O 6.920 -2.318 8.969
C 8.255 -2.667 9.281
H 10.607 -6.223 9.444
H 8.877 -6.338 9.084
H 10.037 -7.394 8.241
H 9.068 -6.653 6.364
H 10.150 -5.460 5.638
H 7.914 -4.742 5.208
H 8.692 -3.634 6.351
H 7.548 -5.032 8.087
H 5.382 -4.201 7.886
H 5.690 -3.808 6.203
H 5.672 -1.821 7.482
H 7.335 -2.031 6.964
H 8.940 -2.422 8.466
H 8.352 -3.728 9.529
H 8.545 -2.094 10.162
C 2.348 1.772 1.010
O 2.763 2.684 0.009
C 2.102 3.945 0.055
C 3.027 5.046 0.526
N 3.353 4.905 1.938
C 4.431 5.768 2.412
C 5.814 5.623 1.786
O 6.476 4.410 2.088
C 6.120 3.301 1.287
H 2.741 0.792 0.744
H 2.732 2.039 2.001
H 1.257 1.710 1.058
H 1.200 3.895 0.670
H 1.788 4.172 -0.968
H 2.535 6.010 0.370
H 3.919 5.017 -0.115
H 3.600 3.944 2.128
H 4.539 5.586 3.484
H 4.112 6.809 2.299
H 6.441 6.410 2.211
H 5.801 5.788 0.701
H 5.889 3.599 0.261
H 5.271 2.751 1.705
H 6.975 2.624 1.268
C -7.577 7.004 -5.249
O -8.395 5.931 -4.832
C -8.632 4.938 -5.822
C -7.903 3.649 -5.512
N -6.463 3.790 -5.669
C -5.680 2.670 -5.155
C -5.770 2.318 -3.674
O -5.191 3.287 -2.809
C -6.026 4.377 -2.480
H -7.651 7.782 -4.491
H -6.525 6.713 -5.343
H -7.916 7.414 -6.205
H -8.367 5.310 -6.817
H -9.707 4.735 -5.817
H -8.258 2.872 -6.198
H -8.182 3.346 -4.497
H -6.161 4.636 -5.207
H -4.632 2.894 -5.372
H -5.936 1.776 -5.733
H -5.175 1.417 -3.533
H -6.787 2.067 -3.343
H -7.075 4.075 -2.410
H -5.932 5.197 -3.198
H -5.708 4.754 -1.507
C -10.307 -3.406 -1.864
O -11.133 -2.764 -2.814
C -12.252 -2.079 -2.268
C -12.091 -0.577 -2.363
N -11.054 -0.091 -1.463
C -10.664 1.301 -1.666
C -10.087 1.713 -3.015
O -8.806 1.178 -3.299
C -8.790 -0.140 -3.816
H -9.630 -4.059 -2.412
H -9.707 -2.695 -1.285
H -10.896 -4.015 -1.172
H -12.432 -2.388 -1.234
H -13.124 -2.368 -2.860
H -13.040 -0.104 -2.095
H -11.883 -0.337 -3.415
H -10.234 -0.676 -1.555
H -9.915 1.539 -0.906
H -11.533 1.934 -1.460
H -9.951 2.798 -2.985
H -10.773 1.510 -3.847
H -9.658 -0.338 -4.449
H -8.738 -0.888 -3.020
H -7.888 -0.241 -4.421
```

Results
Net charge ... 0
Multiplicity ... 1
Energy ... -3188.38107 Ha

Atomic partial charges in e from the Löwdin method, atoms 1 to 6:
1 O -0.42
2 P 0.75
3 C -0.17
4 C -0.08
5 C -0.08
6 C -0.18